1.
C5H7NO2 | ωB97M-V/def2-TZVPD

Geometry as XYZ:
```
15
Properties=species:S:1:pos:R:3:forces:R:3:lowdin_charge:R:1
C -1.926893 -0.041519 0.870971 -3.7 -2.0 0.0 -0.1073
C -0.814701 -0.254230 -0.147111 -1.2 -1.7 2.4 -0.2875
C -0.013871 0.745948 -0.283492 0.8 5.6 2.6 -0.1219
N 1.240051 0.434753 -0.574776 -2.7 -6.1 1.4 -0.0889
C 2.188546 1.212216 -0.763295 5.2 5.1 -4.3 -0.3793
O 3.217501 0.838447 -1.322863 0.1 1.1 1.5 0.0299
O 1.488361 -1.042088 -0.470976 -2.9 1.3 0.3 -0.0088
C 0.049225 -1.566490 -0.164456 -0.8 0.0 0.6 -0.0368
H -1.921888 0.962640 1.501997 0.3 -2.4 -1.3 0.1003
H -1.937822 -1.075990 1.518521 -0.1 2.9 -1.0 0.1038
H -3.042219 -0.087186 0.335207 2.8 0.2 1.4 0.1111
H 0.046690 1.943497 0.273823 -1.2 -3.8 -2.2 0.2305
H 1.814595 2.408137 -0.744592 1.1 -2.7 0.4 0.1870
H -0.226708 -2.119180 0.906687 1.7 1.5 -2.4 0.1529
H -0.160866 -2.358955 -0.935644 0.3 1.1 0.5 0.1151
```
Positions in Å, forces in eV/Å.

As for the structure (SMILES): CC1=CN(C=O)OC1. As for the gap between HOMO and LUMO: 8.9588 eV.

=====

2.
C6H7NO | ωB97M-V/def2-TZVPD

Geometry as XYZ:
```
15
Properties=species:S:1:pos:R:3:forces:R:3:lowdin_charge:R:1
C -1.066352 0.422908 -1.628346 -1.1 -3.4 2.8 -0.2857
C 0.096211 0.033825 -0.769412 3.0 2.7 1.2 -0.1067
C 0.297125 0.337615 0.557929 -1.2 -0.9 -2.1 -0.1172
C 1.466560 -0.071777 1.268305 0.9 0.1 0.7 -0.1995
C 1.630362 0.056490 2.591936 0.0 0.0 -0.5 0.0163
O -0.898407 0.049615 -2.951325 0.0 0.3 0.2 0.0091
C -1.725086 -0.778183 -0.730033 -1.9 2.4 -3.2 -0.1981
N -2.526336 -1.481518 -0.303152 0.0 -0.9 0.8 0.1486
H -1.755721 -0.082259 -3.375659 0.1 0.1 0.1 0.1149
H -1.596106 1.359767 -1.413569 0.3 -0.3 -0.2 0.1568
H 0.910713 -0.388591 -1.348245 0.0 -0.3 0.1 0.1300
H -0.533425 0.712473 1.146735 0.0 0.3 0.0 0.1215
H 2.291709 -0.437099 0.662802 0.0 0.0 0.1 0.1047
H 0.824488 0.387514 3.229281 -0.1 0.2 0.0 0.0556
H 2.584266 -0.120782 3.062752 0.0 -0.3 0.0 0.0498
```
Positions in Å, forces in eV/Å.

As for the gap between HOMO and LUMO: 8.6824 eV.

=====

3.
C21H51ClIN6Si | ωB97M-V/def2-TZVPD

Geometry as XYZ:
```
81
Properties=species:S:1:pos:R:3:forces:R:3:lowdin_charge:R:1
C 1.451117 0.013652 0.961920 -1.1 1.1 0.0 -0.1572
Si 1.530830 1.910688 0.610517 2.2 -1.9 -0.2 0.5386
C 1.835462 2.096393 -1.251767 0.5 0.8 0.3 -0.1620
C 2.988819 2.541206 1.682114 -0.5 -0.3 -0.2 -0.1823
N -0.049821 2.571890 1.192363 0.2 0.4 -0.1 0.1192
C -0.637111 3.649995 0.803629 -0.6 0.4 0.4 -0.4709
N -1.871280 4.001311 1.427240 1.3 0.0 -1.0 0.0898
C -2.938824 4.318268 0.436875 -1.6 0.0 -0.1 -0.3134
C -4.160617 3.386588 0.737576 0.7 -0.1 0.3 -0.0775
C -4.134319 1.998091 0.027604 -1.5 -0.8 0.5 -0.6344
N -2.799876 1.360300 -0.021461 0.1 0.4 -0.7 0.0980
N -4.808285 2.098284 -1.294542 1.0 -0.1 0.1 0.0748
N -5.003903 1.110776 0.846495 -0.1 0.5 -0.5 0.0678
C -2.452681 4.328960 -1.042720 0.5 0.9 1.0 -0.1425
C -1.084396 5.103744 -1.073171 -1.0 -0.1 -0.4 -0.6523
Cl -1.331234 6.833842 -0.508417 -1.5 -0.5 -1.1 0.5030
N -0.041322 4.433957 -0.224762 -1.3 0.3 0.0 -0.4421
I 1.152512 5.928143 0.594424 1.8 -1.1 0.7 1.0325
H 0.368401 -0.256364 0.900088 0.8 -0.2 0.0 0.0242
H 1.998465 -0.492467 0.145970 -0.2 0.1 0.6 0.0219
H 1.815681 -0.233804 1.977320 -0.1 0.0 -0.7 0.0431
H 0.937315 2.314880 -1.857108 0.5 -0.3 0.2 0.0297
H 2.551686 2.944666 -1.377542 -0.6 -0.4 0.0 0.0431
H 2.391506 1.200831 -1.607328 -0.6 0.4 0.2 0.0286
H 3.325819 3.555340 1.399390 0.0 -0.6 0.4 -0.0007
H 3.797893 1.790413 1.515195 -0.4 0.6 -0.1 0.0453
H 2.746243 2.456979 2.766306 0.1 0.3 -0.7 0.0451
H -0.541872 2.038776 1.910181 -0.2 0.3 -0.1 0.1438
H -1.669174 4.846854 1.965775 -0.1 -0.1 0.1 0.1314
H -3.277317 5.355411 0.658244 0.3 -0.7 -0.2 0.1243
H -4.123148 3.174535 1.829297 0.0 0.2 -0.7 0.1204
H -5.118327 3.917626 0.565218 0.5 -0.4 -0.3 0.1275
H -2.815305 0.415749 0.353857 -0.2 0.2 0.3 0.0575
H -2.592707 1.230762 -1.011218 0.2 0.0 0.2 0.0748
H -4.195329 2.529599 -1.986803 -0.2 0.1 0.1 0.0556
H -4.931597 1.138287 -1.619764 -0.1 0.2 0.0 0.0837
H -5.948743 1.355013 0.542167 0.0 -0.1 0.5 0.0856
H -4.892483 0.140746 0.554765 0.1 0.1 0.0 0.0677
H -3.219293 4.885164 -1.622621 0.7 -0.4 0.2 0.1381
H -2.309131 3.329311 -1.491702 0.1 0.5 0.4 0.0999
H -0.769104 5.178985 -2.129532 0.4 0.1 0.8 0.1154
C -4.177869 -5.705660 2.489933 -0.1 0.1 0.0 -0.1079
C -3.767837 -4.493644 1.662245 0.1 -0.1 0.0 -0.2737
C -2.362065 -3.986024 1.984710 0.0 0.1 0.0 -0.2319
C -2.159964 -3.493599 3.419511 -0.1 -0.1 0.0 -0.2260
C -3.098941 -2.370078 3.859980 0.2 0.0 0.0 -0.2609
C -2.936160 -1.093216 3.045118 -0.2 0.1 0.1 -0.1233
H -4.218224 -5.473052 3.555422 0.0 0.0 0.0 0.0673
H -5.169382 -6.049690 2.190525 0.0 0.0 0.1 0.0722
H -3.478295 -6.531535 2.343730 0.0 0.0 0.0 0.0781
H -4.502565 -3.693020 1.793845 0.0 0.0 0.0 0.0957
H -3.800423 -4.767470 0.603459 0.0 0.1 0.0 0.1042
H -2.109132 -3.182214 1.284419 0.0 0.0 0.0 0.0930
H -1.642638 -4.787978 1.791125 0.0 0.0 0.0 0.1111
H -1.124227 -3.152669 3.525053 0.0 0.0 0.0 0.1073
H -2.269707 -4.333271 4.111529 0.0 0.0 0.0 0.1045
H -2.893555 -2.141474 4.909393 -0.1 0.0 0.0 0.1084
H -4.139230 -2.702879 3.816510 0.0 0.0 0.0 0.1034
H -1.908691 -0.721148 3.105532 0.0 0.0 0.0 0.0649
H -3.599211 -0.314243 3.426515 0.0 0.0 -0.1 0.0710
H -3.185415 -1.251937 1.992723 0.0 0.0 0.0 0.0416
C 4.946367 -1.852948 -0.699083 0.0 0.2 0.0 -0.1101
C 4.486178 -1.382772 -2.073153 0.0 -0.1 0.0 -0.2784
C 4.492034 -2.487746 -3.129128 -0.1 0.0 -0.1 -0.2271
C 5.864709 -3.092644 -3.429775 0.1 0.0 0.1 -0.2264
C 6.928411 -2.095662 -3.891274 -0.1 -0.1 -0.1 -0.2698
C 6.578111 -1.401559 -5.202488 0.1 0.1 0.1 -0.1120
H 5.980988 -2.197470 -0.716454 0.0 0.0 0.0 0.0704
H 4.880966 -1.032425 0.020301 0.1 -0.1 0.1 0.0593
H 4.317416 -2.669452 -0.336222 0.1 0.0 0.0 0.0782
H 5.103657 -0.540327 -2.399276 0.0 0.0 0.0 0.1007
H 3.463353 -0.997927 -1.982918 0.0 0.0 -0.1 0.0790
H 4.057511 -2.093439 -4.052837 0.0 0.0 0.0 0.1018
H 3.823856 -3.292170 -2.804208 0.0 0.0 0.0 0.1108
H 5.741412 -3.861432 -4.198955 0.0 0.0 0.0 0.1119
H 6.234941 -3.614828 -2.542246 0.0 0.0 0.0 0.1024
H 7.870154 -2.635212 -4.023799 0.0 0.0 0.1 0.1068
H 7.110911 -1.346011 -3.115619 0.0 0.0 0.0 0.0976
H 6.428538 -2.130875 -6.001619 0.0 0.0 0.0 0.0770
H 7.387606 -0.734353 -5.504703 -0.1 0.0 -0.1 0.0709
H 5.671857 -0.799330 -5.111896 0.0 0.0 0.0 0.0630
```
Positions in Å, forces in eV/Å.

As for the charge: +1. As for the gap between HOMO and LUMO: 7.8235 eV.

=====

We obtain calculated total energy values of -399.7245, -362.6964, -2206.4444 Eh for the records listed above, in that order.
We obtain LUMO level values of 0.2, 0.3, -4.6 eV for the records listed above, in that order.
We obtain ΔE to the lowest compared entry with this formula, charge and spin values of 6.560, 3.187, 1.519 eV for the records listed above, in that order.